1.
Entry from OMol25: 2 unconnected molecules or ions with the total composition CH6NO2 at a distorted geometry (wB97M-V/def2-TZVPD).

Structure (XYZ):
```
10
Properties=species:S:1:pos:R:3:lowdin_charge:R:1
N -1.2406 1.3181 0.7979 -0.104
C 0.0900 1.4399 -0.1902 -0.622
O 1.0695 0.6067 -0.0746 -0.319
H -1.3436 0.3518 1.1701 -0.011
H -1.9982 1.4106 0.0156 0.021
H 0.3839 2.4828 -0.0478 0.044
H -0.4278 1.4172 -1.1682 0.039
H 0.3770 -2.1617 0.2229 0.035
H 0.9172 -2.8355 -1.0184 0.017
O 0.2100 -2.9231 -0.3777 -0.099
```

Summary:
Charge: -1
Largest force on an atom (eV Å⁻¹): 2.57
Energy relative to the best compared isomer or geometry (same formula, charge and spin) (eV): 1.1239
Total energy (eV): -6718.7068

=====

2.
Entry from OMol25: a molecular structure, CH6NO2P at a distorted geometry (wB97M-V/def2-TZVPD).

Structure (XYZ):
```
11
Properties=species:S:1:pos:R:3:lowdin_charge:R:1
C -1.3115 0.4862 -0.4239 -0.104
N -1.8547 -0.4210 0.3519 0.021
O 0.7415 -1.4850 -0.3749 -0.455
O 2.5386 0.2997 0.4177 -0.303
P 1.0085 0.0114 -0.2094 0.538
H -1.9174 1.3222 -0.6452 0.026
H 1.1389 0.7597 -1.3666 0.010
H 3.3559 -0.0867 0.0803 0.049
H -2.7462 -0.2323 0.8644 0.131
H -1.3623 -1.2893 0.4222 0.070
H 0.4085 0.6352 0.8835 0.016
```

Summary:
Largest force on an atom (eV Å⁻¹): 2.88
Energy relative to the best compared isomer or geometry (same formula, charge and spin) (eV): 3.3713
Total energy (eV): -16006.5159

=====

3.
Entry from OMol25: 2 unconnected molecules or ions with the total composition CH6NO3S at a distorted geometry (wB97M-V/def2-TZVPD).

Structure (XYZ):
```
12
Properties=species:S:1:pos:R:3:lowdin_charge:R:1
C -1.1970 -0.5374 0.7231 -0.024
N -0.6032 -0.2967 1.8765 0.141
O 0.1608 1.0297 -1.3534 -0.451
O 0.0912 1.0441 -2.8209 -0.077
O 1.9340 -0.5149 -0.2754 -0.391
S 0.5933 -0.5255 -1.0684 1.057
H -1.6288 -1.5196 0.4742 0.116
H -1.5941 0.3140 0.1048 0.115
H -0.4131 0.5891 2.1194 0.088
H -0.0908 -0.9839 2.3134 0.106
H 0.7741 1.7941 -2.8885 0.152
H 1.9735 -0.3931 0.7953 0.168
```

Summary:
Charge: +1
Largest force on an atom (eV Å⁻¹): 4.13
Energy relative to the best compared isomer or geometry (same formula, charge and spin) (eV): 0.5785
Total energy (eV): -19589.9609